No. 1
Entry from the OMol25 dataset: a cluster of 15 separate species, C8H26B2O29 in total (the ωB97M-V functional and the def2-TZVPD basis).

The geometry in XYZ format:
```
65
Properties=species:S:1:pos:R:3:forces:R:3
O 4.767 -2.869 0.968 -2.82 0.07 -0.48
C 3.642 -2.390 1.108 1.93 -0.47 0.33
O 2.415 -2.804 0.685 2.03 0.65 0.89
B 1.433 -1.795 1.156 -0.49 0.09 -1.05
O 2.204 -0.837 1.974 0.36 0.49 0.64
C 3.510 -1.078 1.948 1.68 1.34 0.28
O 4.467 -0.405 2.404 -3.67 -2.28 -1.36
O 0.255 -2.403 1.834 1.04 -0.14 0.83
C -0.876 -2.027 1.312 -2.75 0.29 -0.97
O -2.022 -2.299 1.677 2.87 0.56 -0.65
C -0.481 -1.156 0.024 -1.75 1.50 -1.25
O 0.828 -1.104 -0.035 0.87 -0.52 0.94
O -1.197 -0.562 -0.776 0.82 -1.60 1.81
O -9.575 8.755 -3.120 0.86 -1.80 -0.21
C -8.758 7.850 -3.113 -0.22 1.34 1.10
O -8.887 6.615 -2.609 0.58 0.58 -0.72
B -7.567 5.919 -2.761 -0.21 -0.97 0.44
O -6.615 6.935 -3.231 0.04 0.00 0.08
C -7.248 8.049 -3.488 0.21 2.51 -2.07
O -6.793 9.074 -4.021 -0.97 -2.65 1.63
O -7.095 5.296 -1.493 -0.21 0.27 -0.14
C -6.856 4.003 -1.621 0.53 -1.39 -0.13
O -6.366 3.261 -0.784 -1.11 1.37 -1.65
C -7.278 3.630 -3.159 0.94 -2.33 -0.37
O -7.665 4.781 -3.720 0.16 -0.82 0.35
O -7.167 2.505 -3.696 -0.65 3.92 1.68
O -5.552 -0.599 4.596 0.02 0.13 0.27
H -6.359 -1.108 4.673 -0.19 -0.08 0.00
H -5.104 -0.972 3.837 0.22 -0.04 -0.28
O 6.991 -6.993 -2.482 0.07 -0.21 0.13
H 7.533 -6.845 -3.257 0.15 0.01 -0.17
H 6.324 -6.308 -2.521 -0.23 0.19 0.07
O 1.600 -2.516 -4.246 -0.05 -0.14 -0.28
H 1.434 -1.983 -3.469 -0.18 0.20 0.29
H 2.533 -2.726 -4.198 0.19 -0.05 0.03
O -0.555 2.346 3.558 0.24 0.10 -0.11
H -1.154 3.051 3.805 -0.19 0.17 -0.01
H -0.796 1.617 4.129 -0.04 -0.27 0.07
O 7.647 3.496 1.866 0.30 0.01 -0.12
H 7.176 2.864 2.408 -0.18 -0.23 0.10
H 7.246 4.340 2.076 -0.14 0.19 0.00
O -6.983 -2.780 -2.291 -0.10 -0.19 0.21
H -7.410 -3.278 -2.989 -0.10 -0.09 -0.15
H -6.427 -2.151 -2.751 0.19 0.29 -0.03
O 7.310 -3.363 5.433 0.18 -0.06 0.25
H 6.513 -3.893 5.447 -0.22 -0.08 0.01
H 7.403 -3.092 4.520 0.04 0.17 -0.27
O -2.498 3.490 -3.830 0.02 0.06 -0.30
H -2.074 4.174 -3.313 0.07 0.17 0.13
H -2.601 2.758 -3.222 -0.09 -0.25 0.17
O -5.271 -7.161 2.203 0.01 -0.29 0.10
H -4.756 -6.355 2.164 0.21 0.23 -0.03
H -6.158 -6.890 1.965 -0.20 0.07 -0.08
O 5.262 0.862 -2.116 -0.12 0.17 -0.09
H 6.214 0.943 -2.057 0.22 0.07 0.09
H 5.107 -0.076 -2.231 -0.12 -0.24 0.04
O 2.341 3.696 0.492 0.14 0.34 -0.07
H 2.746 2.828 0.481 0.11 -0.27 -0.03
H 1.498 3.562 0.926 -0.25 -0.10 0.13
O 6.919 -8.113 2.316 0.11 -0.23 0.17
H 6.542 -7.274 2.580 -0.10 0.23 0.08
H 6.898 -8.095 1.359 0.00 0.01 -0.28
O 9.858 -0.820 2.610 0.11 -0.05 0.23
H 10.468 -1.034 1.904 0.15 -0.06 -0.15
H 9.057 -0.549 2.161 -0.30 0.10 -0.07
```
Forces are in eV/Å.

Calculated values
Total charge: -2
Relative energy (zero: lowest compared OMol25 entry of this formula, charge and spin), eV: 2.961
LUMO level, eV: 2.757
E, eV: -69462.3187

So, what does the Mulliken scheme give us? The charges, in e, come out as: number 1, O, carries -0.650; number 2, C, carries 0.538; number 3, O, carries -0.460; number 4, B, carries 0.953; number 5, O, carries -0.456; number 6, C, carries 0.717; number 7, O, carries -0.673; number 8, O, carries -0.486; number 9, C, carries 0.631; number 10, O, carries -0.663; number 11, C, carries 0.634; number 12, O, carries -0.428; number 13, O, carries -0.668; number 14, O, carries -0.607; number 15, C, carries 0.571; number 16, O, carries -0.450; number 17, B, carries 0.970; number 18, O, carries -0.461; number 19, C, carries 0.599; number 20, O, carries -0.644; number 21, O, carries -0.462; number 22, C, carries 0.622; number 23, O, carries -0.622; number 24, C, carries 0.602; number 25, O, carries -0.480; number 26, O, carries -0.636; number 27, O, carries -0.639; number 28, H, carries 0.310; number 29, H, carries 0.329; number 30, O, carries -0.634; number 31, H, carries 0.310; number 32, H, carries 0.325; number 33, O, carries -0.633; number 34, H, carries 0.334; number 35, H, carries 0.299; number 36, O, carries -0.591; number 37, H, carries 0.290; number 38, H, carries 0.310; number 39, O, carries -0.641; number 40, H, carries 0.325; number 41, H, carries 0.316; number 42, O, carries -0.639; number 43, H, carries 0.308; number 44, H, carries 0.331; number 45, O, carries -0.633; number 46, H, carries 0.314; number 47, H, carries 0.318; number 48, O, carries -0.636; number 49, H, carries 0.311; number 50, H, carries 0.324; number 51, O, carries -0.651; number 52, H, carries 0.334; number 53, H, carries 0.317; number 54, O, carries -0.608; number 55, H, carries 0.304; number 56, H, carries 0.306; number 57, O, carries -0.652; number 58, H, carries 0.324; number 59, H, carries 0.326; number 60, O, carries -0.650; number 61, H, carries 0.323; number 62, H, carries 0.326; number 63, O, carries -0.634; number 64, H, carries 0.311; number 65, H, carries 0.324

No. 2
Entry from the OMol25 dataset: a cluster of 7 separate species, C8H26Cl4N3 in total (the ωB97M-V functional and the def2-TZVPD basis).

The geometry in XYZ format:
```
41
Properties=species:S:1:pos:R:3:forces:R:3
N 1.476 0.292 2.478 1.46 -0.42 0.10
H 2.077 0.156 3.306 -0.21 0.03 0.29
H 1.119 1.266 2.488 -0.38 -0.31 -0.14
H 0.779 -0.469 2.482 -0.70 0.13 0.12
H 2.128 0.132 1.685 0.00 0.17 -0.18
N 2.233 3.267 5.105 -0.42 0.02 1.66
H 3.035 3.807 4.803 0.09 -0.29 -0.29
H 1.877 3.676 5.971 -0.24 0.45 -0.39
H 2.464 2.315 5.463 0.67 -1.09 -0.81
H 1.482 3.210 4.391 -0.26 0.06 -0.77
C -4.271 -0.570 -0.871 -0.42 1.31 -0.54
C -2.771 -0.853 -0.771 -0.87 -0.40 0.35
C -2.039 -0.179 -1.923 0.96 -0.64 0.39
N -0.528 -0.478 -1.917 -1.46 0.32 -0.38
C 0.060 0.192 -0.738 0.86 0.06 1.20
C 0.122 0.050 -3.175 0.12 -1.15 0.42
C 1.382 -0.821 -3.308 0.59 1.12 -1.62
C 1.206 -2.000 -2.398 0.13 -0.60 1.22
C -0.255 -1.984 -1.971 0.25 1.42 0.31
H -4.454 0.498 -1.055 0.17 0.12 0.39
H -4.846 -0.820 0.017 0.24 -0.24 0.07
H -4.776 -0.988 -1.748 0.31 -0.60 0.09
H -2.710 -1.944 -0.762 0.53 0.01 -0.42
H -2.391 -0.594 0.219 0.02 0.32 -0.08
H -2.071 0.909 -1.886 -0.36 0.03 0.10
H -2.451 -0.525 -2.871 0.17 0.01 -0.13
H -0.334 -0.184 0.203 -0.35 -0.45 -0.06
H -0.126 1.265 -0.725 -0.11 -0.01 -0.48
H 1.137 0.023 -0.669 0.14 0.04 -0.32
H 0.332 1.107 -3.051 -0.23 0.06 -0.17
H -0.572 -0.193 -3.978 -0.06 0.45 -0.08
H 2.267 -0.206 -3.136 0.04 -0.28 0.72
H 1.544 -1.104 -4.353 -0.45 -0.15 -0.02
H 1.821 -1.823 -1.511 0.08 -0.24 0.06
H 1.488 -2.971 -2.798 0.04 0.11 -0.19
H -0.466 -2.354 -0.970 0.05 -0.34 -0.12
H -0.947 -2.352 -2.728 0.00 -0.26 0.08
Cl 0.284 3.173 2.500 0.23 0.30 0.43
Cl 2.927 0.105 5.525 -0.13 0.86 0.01
Cl 3.708 -0.253 0.170 -0.42 0.00 -0.28
Cl -0.939 -1.780 2.506 -0.05 0.08 -0.53
```
Forces are in eV/Å.

Calculated values
Total charge: -1
Relative energy (zero: lowest compared OMol25 entry of this formula, charge and spin), eV: 0.370
LUMO level, eV: 2.027
E, eV: -63282.6047

So, what does the Mulliken scheme give us? The charges, in e, come out as: number 1, N, carries 0.283; number 2, H, carries 0.253; number 3, H, carries 0.125; number 4, H, carries 0.069; number 5, H, carries 0.072; number 6, N, carries -0.191; number 7, H, carries 0.365; number 8, H, carries 0.393; number 9, H, carries 0.110; number 10, H, carries 0.119; number 11, C, carries -1.527; number 12, C, carries 0.150; number 13, C, carries -0.839; number 14, N, carries 0.299; number 15, C, carries -0.636; number 16, C, carries -0.556; number 17, C, carries -0.572; number 18, C, carries -0.752; number 19, C, carries -0.585; number 20, H, carries 0.340; number 21, H, carries 0.408; number 22, H, carries 0.356; number 23, H, carries 0.232; number 24, H, carries 0.183; number 25, H, carries 0.448; number 26, H, carries 0.338; number 27, H, carries 0.013; number 28, H, carries 0.346; number 29, H, carries 0.147; number 30, H, carries 0.379; number 31, H, carries 0.366; number 32, H, carries 0.313; number 33, H, carries 0.368; number 34, H, carries 0.232; number 35, H, carries 0.466; number 36, H, carries 0.427; number 37, H, carries 0.418; number 38, Cl, carries -0.888; number 39, Cl, carries -0.839; number 40, Cl, carries -0.823; number 41, Cl, carries -0.812

No. 3
Entry from the OMol25 dataset: a structure of composition C8H26NO9Tl (the ωB97M-V functional and the def2-TZVPD basis).

The geometry in XYZ format:
```
45
Properties=species:S:1:pos:R:3:forces:R:3
Tl -0.126 2.175 -6.975 0.27 -0.06 -0.03
O -0.720 1.141 -1.952 0.53 -0.39 -0.29
C -0.892 1.063 -3.251 0.40 2.06 -1.49
O -0.213 1.788 -4.029 -0.93 -1.31 0.56
O -1.838 0.428 -3.750 -0.21 -0.67 -0.30
H -0.057 1.832 -1.893 0.59 0.87 0.58
C 0.878 -4.555 5.065 -1.15 1.39 3.09
O 1.404 -3.520 4.290 0.10 -1.03 -2.10
C 1.505 -3.873 2.891 2.42 2.24 -1.30
C 2.263 -2.768 2.014 -0.98 -1.65 0.39
N 1.313 -1.691 1.752 0.70 -0.43 -0.12
C 1.879 -0.740 0.806 -0.13 1.18 0.51
C 0.967 0.524 0.520 1.72 -1.28 0.92
O 0.783 1.361 1.654 -0.90 -0.20 -0.86
C 0.104 2.598 1.405 0.56 0.78 0.47
H 0.688 -4.076 6.025 0.65 0.01 0.37
H 1.532 -5.402 5.274 0.19 -0.32 -0.85
H -0.172 -4.763 4.858 -0.04 -0.72 -1.31
H 0.522 -4.026 2.447 -0.48 -0.15 0.38
H 2.104 -4.775 2.765 -0.18 -0.59 0.53
H 2.585 -3.289 1.113 -0.84 -0.26 -0.52
H 3.277 -2.508 2.318 -0.13 0.52 1.20
H 1.137 -1.329 2.679 -0.26 0.91 -0.07
H 2.089 -1.249 -0.135 -0.52 0.00 -0.21
H 2.873 -0.419 1.118 0.17 0.50 0.24
H 0.033 0.044 0.229 -1.10 0.28 0.06
H 1.361 1.121 -0.303 -0.07 0.09 -0.05
H -0.892 2.498 0.973 -0.13 -0.74 -0.13
H 0.676 3.203 0.702 0.33 -0.12 -0.43
H 0.034 3.207 2.306 0.11 -0.62 0.27
C -3.515 1.278 -0.070 0.20 1.02 -1.62
O -2.533 0.286 -0.355 -0.18 -0.48 1.23
H -4.507 0.848 0.068 0.40 0.00 0.43
H -3.232 2.085 0.607 0.01 -0.71 1.09
H -3.536 1.902 -0.963 -0.67 -0.01 -0.59
H -1.831 0.670 -0.886 -0.37 0.06 0.13
O -4.607 -0.657 -2.633 0.21 0.22 -0.27
H -5.341 -0.918 -2.076 -0.34 -0.16 0.04
H -3.891 -0.484 -2.021 0.17 -0.13 0.27
O 2.297 2.234 -5.102 -0.47 -0.08 -0.42
H 1.957 2.405 -4.223 -0.08 0.05 0.26
H 2.942 2.926 -5.248 0.46 0.19 -0.15
O 0.315 4.221 -2.387 0.05 -0.70 0.19
H -0.115 4.042 -3.223 -0.19 0.05 -0.28
H 0.501 5.159 -2.408 0.12 0.41 0.17
```
Forces are in eV/Å.

Calculated values
Total charge: +3
LUMO level (spin up / spin down), eV: -13.360 / -13.876
⟨S²⟩: 1.7669
2S+1: 2
E, eV: -33292.7612

So, what does the Mulliken scheme give us? The charges, in e, come out as: number 1, Tl, carries 0.908; number 2, O, carries -0.224; number 3, C, carries 0.694; number 4, O, carries -0.442; number 5, O, carries -0.220; number 6, H, carries 0.139; number 7, C, carries -0.604; number 8, O, carries 0.037; number 9, C, carries -0.392; number 10, C, carries -0.944; number 11, N, carries -0.218; number 12, C, carries -1.101; number 13, C, carries 0.043; number 14, O, carries -0.084; number 15, C, carries -0.343; number 16, H, carries 0.322; number 17, H, carries 0.361; number 18, H, carries 0.368; number 19, H, carries 0.376; number 20, H, carries 0.459; number 21, H, carries 0.496; number 22, H, carries 0.504; number 23, H, carries 0.245; number 24, H, carries 0.485; number 25, H, carries 0.463; number 26, H, carries 0.178; number 27, H, carries 0.420; number 28, H, carries 0.075; number 29, H, carries 0.357; number 30, H, carries 0.340; number 31, C, carries -0.692; number 32, O, carries -0.465; number 33, H, carries 0.293; number 34, H, carries 0.231; number 35, H, carries 0.370; number 36, H, carries 0.473; number 37, O, carries -0.603; number 38, H, carries 0.310; number 39, H, carries 0.324; number 40, O, carries -0.586; number 41, H, carries 0.302; number 42, H, carries 0.347; number 43, O, carries -0.585; number 44, H, carries 0.275; number 45, H, carries 0.307

No. 4
Entry from the OMol25 dataset: a cluster of 5 separate species, C8H26O5 in total (the ωB97M-V functional and the def2-TZVPD basis).

The geometry in XYZ format:
```
39
Properties=species:S:1:pos:R:3:forces:R:3
C -28.036 -27.708 28.995 0.24 0.36 -0.28
C -29.223 -27.152 28.238 -0.21 0.11 0.40
O -29.053 -25.731 28.170 0.12 -0.12 -0.20
H -27.881 -27.145 29.915 -0.17 -0.11 0.11
H -27.134 -27.556 28.395 -0.03 -0.16 0.01
H -28.150 -28.766 29.219 -0.02 -0.04 -0.02
H -30.158 -27.370 28.767 0.08 -0.07 0.01
H -29.296 -27.598 27.242 0.08 0.11 -0.07
H -29.888 -25.327 27.922 -0.06 -0.02 -0.04
C -30.897 -30.201 20.852 0.01 0.15 -0.08
C -31.563 -31.298 21.661 -0.34 0.17 0.11
O -32.473 -31.985 20.798 0.09 -0.05 0.10
H -30.966 -30.452 19.794 0.15 -0.07 0.02
H -29.849 -30.061 21.116 0.02 -0.02 -0.03
H -31.399 -29.243 20.985 -0.04 -0.02 -0.01
H -32.129 -30.853 22.490 0.12 -0.07 0.05
H -30.835 -31.989 22.095 0.05 -0.06 -0.14
H -32.938 -32.647 21.319 -0.03 -0.01 -0.04
C -25.292 -25.458 24.091 0.14 -0.63 -0.10
C -25.785 -26.182 25.329 -0.66 0.33 0.30
O -27.229 -26.302 25.326 0.59 -0.04 0.04
H -25.337 -26.116 23.221 -0.17 0.11 -0.04
H -24.248 -25.163 24.200 -0.05 0.18 0.07
H -25.930 -24.597 23.910 0.15 0.18 -0.05
H -25.487 -25.644 26.233 0.08 -0.07 0.02
H -25.417 -27.204 25.422 0.20 0.01 -0.11
H -27.581 -25.453 25.607 -0.17 -0.10 0.05
C -28.792 -28.851 24.145 0.14 0.16 -0.15
O -27.476 -28.650 23.645 0.10 -0.41 -0.07
H -29.367 -27.922 24.151 0.08 0.03 0.08
H -29.276 -29.540 23.456 -0.02 -0.08 0.08
H -28.772 -29.282 25.148 -0.06 -0.02 0.00
H -26.979 -28.078 24.237 -0.38 0.20 0.03
C -26.411 -29.432 20.155 -0.01 -0.51 0.11
O -27.139 -28.472 20.883 0.02 0.05 -0.06
H -25.656 -29.939 20.770 0.05 0.20 -0.06
H -27.057 -30.230 19.761 -0.04 0.16 -0.04
H -25.916 -28.947 19.317 0.03 0.03 -0.02
H -27.163 -28.719 21.819 -0.09 0.15 0.05
```
Forces are in eV/Å.

Calculated values
Total charge: 0
Relative energy (zero: lowest compared OMol25 entry of this formula, charge and spin), eV: 1.228
LUMO level, eV: 0.584
Structure (SMILES): CCO.CCO.CCO.CO.CO
E, eV: -18953.4187

So, what does the Mulliken scheme give us? The charges, in e, come out as: number 1, C, carries -1.059; number 2, C, carries 0.080; number 3, O, carries -0.554; number 4, H, carries 0.328; number 5, H, carries 0.178; number 6, H, carries 0.347; number 7, H, carries 0.384; number 8, H, carries 0.028; number 9, H, carries 0.295; number 10, C, carries -0.711; number 11, C, carries -0.232; number 12, O, carries -0.519; number 13, H, carries 0.353; number 14, H, carries 0.046; number 15, H, carries 0.254; number 16, H, carries 0.236; number 17, H, carries 0.306; number 18, H, carries 0.283; number 19, C, carries -0.854; number 20, C, carries -0.553; number 21, O, carries -0.459; number 22, H, carries 0.186; number 23, H, carries 0.352; number 24, H, carries 0.272; number 25, H, carries 0.449; number 26, H, carries 0.371; number 27, H, carries 0.253; number 28, C, carries -0.368; number 29, O, carries -0.626; number 30, H, carries 0.240; number 31, H, carries 0.066; number 32, H, carries 0.234; number 33, H, carries 0.295; number 34, C, carries -0.565; number 35, O, carries -0.459; number 36, H, carries 0.267; number 37, H, carries 0.221; number 38, H, carries 0.236; number 39, H, carries 0.402

The highest total charge belongs to which entry?
C8H26NO9Tl

Among the records above, which one has the lowest E?
C8H26B2O29

Among the records above, which one has the lowest total charge?
C8H26B2O29

The lowest total charge belongs to which entry?
C8H26B2O29